[1]
Molecular formula: C7H7HoN5O4
Method: DFT, ωB97M-V with the def2-TZVPD basis set

Computed properties:
- total charge = +3
- strongest force on any atom (eV Å⁻¹) = 7.1
- Kohn-Sham gap (alpha / beta) (eV) = 6.8 / 6.8
- lowest unoccupied orbital energy (alpha / beta) (eV) = -13.70 / -13.72
- highest occupied orbital energy (alpha / beta) (eV) = -20.54 / -20.55
- 2S+1 = 5

```
24
Properties=species:S:1:pos:R:3:mulliken_spin:R:1
Ho -0.505 -1.108 -0.217 4.042
C -0.538 0.972 1.920 -0.004
O -0.915 1.591 2.817 0.000
C -2.029 -1.323 1.620 -0.006
O -2.473 -1.293 2.689 0.002
C 0.532 -1.675 2.031 -0.006
O 0.666 -1.440 3.142 0.001
C -2.032 0.927 -0.113 -0.007
O -2.618 1.890 0.083 0.001
C -0.545 -2.726 -1.998 -0.005
H -0.801 -2.058 -2.824 -0.001
H 0.509 -3.013 -1.954 0.000
C -1.506 -3.400 -1.295 -0.007
H -1.279 -4.256 -0.660 0.000
H -2.567 -3.321 -1.527 0.000
N 1.418 3.960 -0.451 0.000
N 1.626 2.595 -0.314 0.000
N 2.784 2.018 -0.675 -0.001
C 2.442 0.722 -0.663 -0.001
N 1.113 0.556 -0.488 -0.008
N 0.575 1.789 -0.308 -0.001
H 0.727 4.234 0.237 0.000
H 2.277 4.454 -0.270 0.000
H 3.139 -0.096 -0.783 0.000
```



[2]
Molecular formula: C7H7IrO6S
Method: DFT, ωB97M-V with the def2-TZVPD basis set

Computed properties:
- total charge = +2
- strongest force on any atom (eV Å⁻¹) = 5.0
- Kohn-Sham gap (alpha / beta) (eV) = 6.5 / 7.9
- lowest unoccupied orbital energy (alpha / beta) (eV) = -7.55 / -11.47
- highest occupied orbital energy (alpha / beta) (eV) = -14.03 / -19.37
- 2S+1 = 5

```
22
Properties=species:S:1:pos:R:3:mulliken_spin:R:1
O -2.111 -0.956 -0.296 0.824
C -2.067 -0.637 -1.469 0.653
Ir -0.119 -0.241 -2.456 0.842
C 1.479 0.236 -1.436 0.125
O 2.493 0.542 -0.959 0.011
C 0.892 -0.078 -4.135 0.140
O 1.517 0.025 -5.089 0.019
C -0.955 1.470 -2.024 0.085
O -1.373 2.442 -1.563 0.100
C 0.085 -2.119 -1.899 0.047
O 0.155 -3.167 -1.419 0.036
H -2.999 -0.667 -2.067 0.123
C -0.612 -0.249 3.366 0.068
S -0.018 -0.146 1.672 0.272
C 1.116 1.235 1.828 0.065
O 0.753 -1.382 1.361 0.562
H -0.924 0.762 3.660 0.001
H 0.198 -0.638 4.000 0.010
H -1.477 -0.928 3.366 0.001
H 0.995 1.666 2.825 0.018
H 2.129 0.859 1.669 -0.006
H 0.842 1.970 1.065 0.001
```



[3]
Molecular formula: C7H7N
Method: DFT, ωB97M-V with the def2-TZVPD basis set

Computed properties:
- total charge = 0
- strongest force on any atom (eV Å⁻¹) = 5.5
- Kohn-Sham gap (eV) = 10.2
- lowest unoccupied orbital energy (eV) = 0.70
- SMILES = c1ccncc1.C#C
- highest occupied orbital energy (eV) = -9.50
- 2S+1 = 1

```
15
Properties=species:S:1:pos:R:3:lowdin_charge:R:1
C -2.402 0.005 -0.508 -0.123
C -1.826 1.217 -0.047 -0.117
C -0.612 1.187 0.624 -0.153
N -0.175 -0.020 1.147 0.035
C -0.855 -1.065 0.720 -0.212
C -1.939 -1.222 -0.139 -0.095
H -3.301 0.024 -1.284 0.144
H -2.089 2.015 -0.741 0.093
H 0.339 2.067 0.357 0.179
H -0.428 -2.024 1.231 0.130
H -2.331 -2.120 -0.688 0.125
C 4.150 -0.569 -0.254 -0.022
C 3.740 0.544 -0.039 -0.029
H 4.525 -1.553 -0.444 0.013
H 3.203 1.513 0.065 0.033
```



[4]
Molecular formula: C7H7N
Method: DFT, ωB97M-V with the def2-TZVPD basis set

Computed properties:
- total charge = 0
- strongest force on any atom (eV Å⁻¹) = 7.9
- Kohn-Sham gap (eV) = 10.2
- lowest unoccupied orbital energy (eV) = 0.89
- SMILES = c1ccncc1.C#C
- highest occupied orbital energy (eV) = -9.34
- 2S+1 = 1

```
15
Properties=species:S:1:pos:R:3:lowdin_charge:R:1
C -1.949 1.112 -0.096 -0.119
C -2.444 -0.170 0.243 -0.133
C -1.597 -1.207 0.077 -0.142
N -0.140 -1.260 -0.091 0.068
C 0.290 -0.011 -0.279 -0.172
C -0.568 1.208 -0.261 -0.080
H -2.436 2.220 0.110 0.157
H -3.532 -0.283 0.469 0.114
H -1.951 -2.232 0.302 0.098
H 1.409 -0.031 -0.079 0.009
H -0.286 2.225 -0.607 0.094
C 3.083 0.435 0.613 -0.048
C 3.364 -0.279 -0.263 -0.039
H 2.688 1.108 1.408 0.081
H 4.013 -0.704 -1.166 0.112
```



[5]
Molecular formula: C7H7N3O
Method: DFT, ωB97M-V with the def2-TZVPD basis set

Computed properties:
- total charge = 0
- strongest force on any atom (eV Å⁻¹) = 3.6
- Kohn-Sham gap (eV) = 9.5
- lowest unoccupied orbital energy (eV) = 0.74
- SMILES = C#CCn1ccnc1/C=N\O
- highest occupied orbital energy (eV) = -8.76
- 2S+1 = 1

```
18
Properties=species:S:1:pos:R:3:lowdin_charge:R:1
C 3.446 -0.033 -0.460 0.137
C 2.392 -0.093 0.131 -0.133
C 1.274 -0.003 1.003 -0.142
N 0.028 -0.684 0.518 -0.042
C 0.009 -1.944 -0.068 -0.084
C -1.203 -2.131 -0.685 -0.122
N -2.049 -1.082 -0.271 0.084
C -1.229 -0.201 0.392 -0.283
C -1.656 1.267 0.509 -0.075
N -1.111 2.293 -0.045 0.004
O -0.010 1.962 -0.888 -0.078
H 4.382 0.201 -0.938 0.039
H 1.497 -0.486 1.972 0.137
H 0.891 1.046 1.229 0.141
H 0.814 -2.582 -0.069 0.087
H -1.515 -3.087 -1.212 0.118
H -2.551 1.579 1.078 0.117
H 0.294 2.780 -1.301 0.095
```



[6]
Molecular formula: C7H7N3S
Method: DFT, ωB97M-V with the def2-TZVPD basis set

Computed properties:
- total charge = 0
- strongest force on any atom (eV Å⁻¹) = 18.9
- Kohn-Sham gap (eV) = 9.0
- lowest unoccupied orbital energy (eV) = 0.80
- SMILES = CSc1ncnc2[nH]ccc12
- highest occupied orbital energy (eV) = -8.18
- 2S+1 = 1

```
18
Properties=species:S:1:pos:R:3:lowdin_charge:R:1
C -3.450 -0.021 -0.072 -0.419
S -2.081 -1.166 -0.034 0.904
C -0.726 0.008 0.044 -0.533
N -0.976 1.270 -0.016 0.059
C 0.120 2.121 0.009 -0.154
N 1.362 1.755 -0.012 0.149
C 1.577 0.512 -0.040 -0.307
N 2.826 -0.138 -0.003 0.139
C 2.694 -1.448 -0.085 -0.058
C 1.334 -1.843 0.038 0.088
C 0.648 -0.500 -0.021 -0.114
H -4.168 -0.731 0.092 -0.028
H -3.487 0.647 0.941 0.105
H -3.412 0.710 -0.783 -0.004
H -0.295 3.062 -0.137 0.089
H 3.577 0.289 -0.013 0.051
H 3.550 -1.937 0.038 0.081
H 0.907 -2.588 0.053 -0.049
```



[7]
Molecular formula: C7H7NO
Method: DFT, ωB97M-V with the def2-TZVPD basis set

Computed properties:
- total charge = 0
- strongest force on any atom (eV Å⁻¹) = 4.0
- Kohn-Sham gap (alpha / beta) (eV) = 8.1 / 8.1
- lowest unoccupied orbital energy (alpha / beta) (eV) = -0.79 / -0.79
- SMILES = Cc1ccccc1N=O
- highest occupied orbital energy (alpha / beta) (eV) = -8.85 / -8.85
- 2S+1 = 1

```
16
Properties=species:S:1:pos:R:3:lowdin_charge:R:1
C 1.747 1.040 -0.126 -0.062
C 0.463 0.402 0.233 -0.222
C 0.286 -0.974 0.028 -0.050
C -0.941 -1.540 -0.118 -0.103
C -2.058 -0.847 0.141 -0.110
C -1.950 0.440 0.591 -0.005
C -0.711 1.153 0.534 -0.221
N -0.570 2.502 0.837 -0.028
O -1.554 3.184 1.005 0.002
H 2.383 0.485 -0.821 0.076
H 2.416 1.272 0.828 0.125
H 1.422 2.105 -0.395 0.091
H 1.164 -1.651 -0.176 0.135
H -0.950 -2.506 -0.573 0.109
H -3.031 -1.279 0.164 0.103
H -2.930 1.056 0.889 0.159
```